Entry 1:
Computed, not measured: an isolated ion of composition C5H10NOS and charge +1 at a distorted geometry, with ωB97M-V/def2-TZVPD.

Structure (XYZ):
```
18
Properties=species:S:1:pos:R:3
C -1.191 0.762 0.493
C -2.203 -0.773 -0.539
C 2.395 0.278 -0.203
C 1.771 -0.742 0.809
C -0.814 -0.611 0.033
N -2.587 0.448 0.181
O 1.227 1.111 -0.582
S 0.406 -1.648 -0.001
H -0.998 0.965 1.573
H -0.854 1.564 -0.202
H -2.286 -0.716 -1.573
H -2.781 -1.632 -0.289
H 3.130 0.837 0.457
H 2.744 -0.366 -0.950
H 2.578 -1.413 0.979
H 1.342 -0.332 1.674
H -3.137 1.071 -0.217
H 1.261 1.197 -1.642
```

The net charge is +1. The calculation puts the gap between HOMO and LUMO (alpha / beta) at 0.286 / 0.286 Ha. The HOMO energy (alpha / beta) is -0.486 / -0.486 Ha.


Entry 2:
Computed, not measured: one molecule with the formula C5H10NP at a distorted geometry, with ωB97M-V/def2-TZVPD.

Structure (XYZ):
```
17
Properties=species:S:1:pos:R:3
C -0.339 -1.897 -0.497
C 0.056 -1.081 -1.721
C 1.292 0.126 0.457
C 0.816 1.576 0.396
C 0.276 -0.586 -0.372
N -0.650 1.563 0.354
P -1.539 0.704 1.456
H -1.396 -1.992 -0.288
H 0.231 -2.768 -0.199
H 0.915 -1.359 -2.318
H -0.748 -0.661 -2.307
H 2.311 -0.029 0.080
H 1.233 -0.242 1.486
H 1.195 2.201 1.216
H 1.136 2.034 -0.547
H -2.677 0.623 0.641
H -2.111 1.786 2.163
```

The calculation puts the gap between HOMO and LUMO (alpha / beta) at 0.234 / 0.234 Ha. The HOMO energy (alpha / beta) is -0.271 / -0.272 Ha.


Entry 3:
Computed, not measured: one molecule with the formula C5H10NP at a distorted geometry, with ωB97M-V/def2-TZVPD.

Structure (XYZ):
```
17
Properties=species:S:1:pos:R:3
C -2.560 -1.150 -0.280
C -1.632 -0.276 0.059
C -1.457 1.197 -0.367
C -0.468 -0.716 0.878
P 0.948 -0.861 -0.367
N 2.045 -0.004 0.294
C 3.328 0.380 -0.133
H -2.473 -2.178 -0.030
H -3.244 -0.938 -1.107
H -2.427 1.687 -0.668
H -0.857 1.626 0.525
H -1.002 1.313 -1.348
H -0.752 -1.673 1.321
H -0.286 0.001 1.707
H 3.905 0.504 0.853
H 3.258 1.448 -0.362
H 3.675 -0.359 -0.973
```

As for the SMILES: C=C(C)C/P=N/C. The calculation puts the gap between HOMO and LUMO at 0.317 Ha. The HOMO energy is -0.311 Ha.


Calculated DFT total energy, -724.323419; -592.415620; -592.525869 Ha (same order as the records).
Calculated ΔE to the lowest compared entry with this formula, charge and spin, 296.7; 430.2; 140.8 kJ/mol (same order as the records).